{"formula": "C4H11NO2", "method": "ωB97M-V/def2-TZVPD", "orbital_gap_ev": 9.7340, "homo_energy_ev": -9.18, "charge": 0, "molar_mass_da": 105.1, "smiles": "C/N=C(/C)O.CO", "species": ["C", "C", "O", "H", "H", "H", "H", "H", "N", "H", "H", "C", "C", "H", "H", "H", "O", "H"], "coordinates": [[-0.73313, 1.70106, -0.27132], [-1.07677, 0.25577, -0.40962], [-1.18595, -0.24102, -1.66604], [-0.95402, 0.43895, -2.30966], [0.65771, -0.74805, 0.15749], [0.13551, 1.95517, -0.87911], [3.08487, -0.46285, 1.11333], [-1.26231, -2.42445, -0.37561], [-0.90278, -0.57074, 0.55515], [-2.60458, -1.80525, 0.64582], [-0.50450, 1.92777, 0.76420], [-1.52324, -1.87992, 0.53572], [2.55918, 0.30986, 0.53368], [3.35082, 0.81872, -0.03040], [2.07451, 1.05489, 1.18998], [-1.13412, -2.42466, 1.39624], [1.59339, -0.21099, -0.32938], [-1.57460, 2.30575, -0.62050]], "atomic_forces_ev_per_a": [[-0.2, 0.2, -0.2], [2.3, -1.2, -0.2], [-1.0, 0.4, -0.1], [-0.2, 0.0, 0.0], [4.0, 2.6, -1.1], [0.0, -0.1, -0.1], [-0.3, 0.1, 0.2], [-0.3, -0.2, 0.0], [-2.0, 1.2, 0.8], [0.0, 0.1, -0.1], [-0.1, 0.0, 0.0], [0.9, -0.4, -0.3], [-0.3, 0.0, 0.6], [-0.3, 0.0, -0.2], [0.5, -0.2, 0.2], [-0.1, -0.1, -0.1], [-2.8, -2.4, 0.4], [0.0, 0.1, 0.1]]}